A structure of composition C45H53NP3PtSi, computed with ωB97M-V/def2-TZVPD.

Last column: Mulliken charge in e.
Cartesian coordinates (Å):
Pt  0.5007  0.0620  0.3103  1.564
P  -2.2034  -1.5952  -1.7877  0.179
P  1.1705  1.0561  2.3507  -0.546
P  0.6952  -1.5585  -1.2855  -1.033
Si  0.0957  1.7345  -1.2679  1.152
N  -0.6801  -2.4550  -1.5841  0.176
C  3.2713  4.3536  -1.4055  -0.545
C  1.4968  -1.2398  -2.8812  0.963
C  -4.7580  -3.8189  -4.0364  -0.606
C  1.7799  -2.6916  -0.3621  0.743
C  0.6472  2.7262  2.9128  1.903
C  -3.9743  -2.7965  -3.5155  -0.583
C  1.6640  5.3747  0.0617  -0.421
C  -2.9020  -2.2144  2.2418  -0.604
C  3.3124  -0.3122  -4.1676  -0.798
C  -3.6011  2.1618  -3.0026  -0.584
C  0.9418  -1.5885  3.0881  -1.628
C  2.4148  3.2779  -1.5866  -0.278
C  2.7406  -0.6114  -2.9435  -0.174
C  -3.1899  -3.0124  -2.3858  0.468
C  -1.7115  2.1771  -1.4755  1.324
C  -3.9673  -5.2938  -2.3087  -0.839
C  1.3754  -3.9860  -0.0471  -0.560
C  0.8106  4.2964  -0.1262  -0.798
C  3.8312  -3.0587  0.8624  -0.674
C  -0.7380  -0.0313  4.1023  -1.510
C  -0.8658  2.9053  2.7312  -1.623
C  -2.3700  -2.3525  0.9703  -0.159
C  3.0110  -2.2305  0.1129  -0.122
C  -4.1084  -0.2580  1.5318  -0.643
C  -3.7808  -1.1728  2.5206  -0.714
C  0.8254  -1.5380  -4.0624  -0.543
C  1.0634  3.1201  4.3339  -1.399
C  3.7529  1.3375  3.6184  -1.854
C  2.8991  5.4005  -0.5732  -0.743
C  -2.7241  -1.4583  -0.0397  0.817
C  -2.5005  2.8907  -0.5690  -0.078
C  2.6427  -0.6249  -5.3446  -0.593
C  2.1939  -4.8101  0.7125  -0.810
C  -4.7522  -5.0663  -3.4342  -0.518
C  0.7115  -0.1783  3.6436  0.748
C  3.4229  -4.3510  1.1634  -0.671
C  -2.2868  1.8320  -2.7029  -0.576
C  -4.3710  2.8518  -2.0780  -0.695
C  -3.8142  3.2230  -0.8608  -0.909
C  3.0184  0.9710  2.3274  1.468
C  1.4004  -1.2345  -5.2903  -0.900
C  1.1748  3.2235  -0.9426  0.766
C  -3.1960  -4.2714  -1.7837  -0.093
C  -3.5763  -0.3969  0.2553  -0.669
C  3.5939  1.7498  1.1458  -1.034
H  -5.3677  -3.6404  -4.9122  0.418
H  -1.0060  -0.8838  4.7297  0.559
H  -0.1591  4.3064  0.3582  0.411
H  0.2431  -1.7962  2.2666  0.036
H  -1.6791  -3.1605  0.7580  0.216
H  -0.5789  -3.2813  -2.1618  0.589
H  -5.3590  -5.8656  -3.8388  0.392
H  4.6830  1.6702  1.1436  0.665
H  4.2248  4.3801  -1.9173  0.449
H  -1.7012  1.2912  -3.4361  0.198
H  0.5384  4.0354  4.6137  0.504
H  -1.0949  3.9500  2.5117  0.627
H  4.2814  0.1682  -4.2049  0.463
H  1.8714  -5.8155  0.9488  0.468
H  -4.4025  3.7791  -0.1420  0.459
H  3.1842  -0.0961  2.1382  -0.575
H  4.7863  -2.6933  1.2174  0.448
H  1.1590  3.3816  2.2003  -0.365
H  -0.1529  -2.0000  -4.0367  0.297
H  -5.3959  3.1118  -2.3090  0.390
H  1.3767  -0.0211  4.4976  0.698
H  3.5630  6.2433  -0.4317  0.384
H  -1.2669  2.2815  1.9325  0.027
H  3.3434  2.8121  1.1994  0.220
H  -3.8310  0.3204  -0.5184  0.338
H  -4.2000  -1.0715  3.5137  0.415
H  -1.4225  -0.0212  3.2518  0.066
H  0.4163  -4.3535  -0.3885  0.341
H  2.1269  3.3156  4.4217  0.342
H  1.3611  6.2023  0.6908  0.464
H  3.3248  -1.2129  -0.0847  -0.135
H  0.5236  1.2251  -2.5892  -0.599
H  -2.6038  -4.4526  -0.8944  0.260
H  3.2690  -0.3411  -2.0388  0.278
H  -0.9000  0.8713  4.6884  0.253
H  -2.6369  -2.9214  3.0183  0.451
H  -2.0940  3.2087  0.3794  -0.055
H  -4.7802  0.5628  1.7489  0.471
H  -4.0221  1.8831  -3.9601  0.454
H  0.7409  -2.3285  3.8654  0.637
H  3.0890  -0.3881  -6.3012  0.408
H  1.9570  -1.7564  2.7277  0.204
H  0.8719  -1.4745  -6.2033  0.444
H  2.7108  2.4679  -2.2468  0.356
H  -3.9683  -6.2675  -1.8363  0.426
H  3.2695  0.9681  4.5228  0.328
H  3.2143  1.3745  0.1950  -0.264
H  4.0605  -4.9979  1.7511  0.406
H  3.8649  2.4177  3.7070  0.419
H  -1.4007  2.6442  3.6429  0.464
H  4.7582  0.9143  3.5866  0.453
H  -3.9718  -1.8207  -3.9877  0.402
H  0.7953  2.3569  5.0664  0.252

## Properties
Net charge: +1
Relative energy (zero: lowest compared OMol25 entry of this formula, charge and spin): 0.6422 eV
HOMO-LUMO gap: 7.6 eV